{"formula": "C7H14N4O", "method": "ωB97M-V/def2-TZVPD", "fmax_ha_per_bohr": 0.089, "smiles": "C=NOc1c[nH+]c(C)n1CC[NH3+]", "total_charge": 2, "spin_multiplicity": 1, "orbital_gap_ev": 9.8, "energy_ev": -15472.9154, "e_above_lowest_ev": 3.295, "species": ["C", "N", "O", "C", "C", "N", "C", "C", "N", "C", "C", "N", "H", "H", "H", "H", "H", "H", "H", "H", "H", "H", "H", "H", "H", "H"], "coordinates": [[-4.02, 1.72, -0.43], [-3.47, 0.71, -0.06], [-1.96, 0.92, 0.36], [-0.71, 1.48, -0.21], [-0.03, 2.40, -0.96], [1.31, 2.09, -0.92], [1.57, 1.02, -0.11], [2.86, 0.45, 0.48], [0.32, 0.64, 0.26], [0.14, -0.60, 0.90], [-0.65, -1.57, 0.04], [-0.63, -2.98, 0.54], [-5.02, 1.74, -0.98], [-3.60, 2.69, -0.24], [-0.48, 3.34, -1.14], [2.00, 2.61, -1.42], [2.57, -0.29, 1.26], [3.46, -0.15, -0.23], [3.28, 1.40, 0.97], [-0.45, -0.38, 1.88], [1.14, -1.03, 1.15], [-1.59, -1.16, 0.01], [-0.24, -1.33, -0.95], [-0.46, -2.89, 1.59], [0.20, -3.56, 0.35], [-1.46, -3.51, 0.15]], "lowdin_charge": [0.011, 0.111, -0.136, -0.094, 0.031, 0.167, -0.172, 0.053, -0.008, -0.150, -0.118, 0.220, 0.151, 0.100, 0.139, 0.181, 0.082, 0.118, 0.147, 0.190, 0.121, 0.085, 0.165, 0.206, 0.184, 0.216]}